[1]
{"formula": "C5H9NO", "method": "ωB97M-V/def2-TZVPD", "e_tot_ha": -325.8291, "relative_energy_kcal_mol": 68.1, "total_charge": 0, "lumo_ev": 0.94, "homo_lumo_gap_ev": 10.829, "species": ["C", "C", "C", "C", "O", "C", "N", "H", "H", "H", "H", "H", "H", "H", "H", "H"], "coordinates": [[-0.77, -0.57, 1.31], [-0.23, 0.07, -0.12], [-0.48, -1.10, -1.08], [-0.11, 1.45, -1.00], [1.18, 1.72, -0.40], [1.12, 0.57, 0.32], [1.77, 0.15, 1.31], [-0.88, 0.09, 2.18], [-1.67, -1.16, 1.15], [0.00, -1.29, 1.66], [0.07, -1.97, -0.72], [-1.55, -1.33, -1.02], [-0.26, -0.93, -2.14], [-0.75, 2.34, -0.95], [0.06, 1.25, -2.07], [2.56, 0.71, 1.58]]}



[2]
{"formula": "C5H9NO", "method": "ωB97M-V/def2-TZVPD", "e_tot_ha": -325.7828, "relative_energy_kcal_mol": 97.1, "smiles": "[H]/N=C1\\C[C@H]1CCO", "total_charge": 0, "lumo_ev": 0.86, "homo_lumo_gap_ev": 9.796, "species": ["C", "C", "C", "C", "O", "C", "N", "H", "H", "H", "H", "H", "H", "H", "H", "H"], "coordinates": [[1.38, -0.87, 1.17], [0.68, 0.02, 0.12], [-0.43, -0.60, -0.67], [-1.33, 0.46, -1.28], [-0.51, 1.31, -2.07], [0.46, 0.35, 1.48], [0.11, 0.83, 2.59], [1.00, -1.90, 1.25], [0.72, 0.02, 2.86], [2.47, -0.82, 1.20], [1.35, 0.68, -0.40], [0.03, -1.20, -1.45], [-1.03, -1.27, -0.04], [-1.82, 1.03, -0.47], [-2.11, -0.02, -1.88], [-1.04, 2.05, -2.36]]}



[3]
{"formula": "C5H9NO", "method": "ωB97M-V/def2-TZVPD", "e_tot_ha": -325.7559, "relative_energy_kcal_mol": 114.0, "total_charge": 0, "lumo_ev": 0.40, "homo_lumo_gap_ev": 9.069, "species": ["C", "C", "C", "C", "O", "C", "N", "H", "H", "H", "H", "H", "H", "H", "H", "H"], "coordinates": [[-0.97, -1.21, 0.45], [-0.17, 0.05, 0.13], [-0.17, 1.00, 1.34], [1.29, -0.16, -0.25], [1.49, 0.64, -1.32], [0.24, 1.11, -1.72], [-0.74, 0.80, -1.00], [-1.96, -0.95, 0.82], [-0.46, -1.80, 1.22], [-1.08, -1.83, -0.45], [0.22, 0.50, 2.23], [0.44, 1.89, 1.15], [-1.20, 1.34, 1.54], [1.69, -1.34, -0.46], [1.13, -1.75, -1.06], [0.26, 1.72, -2.62]]}



[4]
{"formula": "C5H9NO2", "method": "ωB97M-V/def2-TZVPD", "e_tot_ha": -401.0035, "relative_energy_kcal_mol": 108.7, "smiles": "CC(C)=CC(=O)ON", "total_charge": 0, "lumo_ev": 0.05, "homo_lumo_gap_ev": 8.152, "species": ["C", "C", "C", "N", "C", "C", "O", "O", "H", "H", "H", "H", "H", "H", "H", "H", "H"], "coordinates": [[-1.31, 0.27, 1.30], [-1.27, 0.27, -1.25], [1.70, 0.55, 0.44], [1.39, -1.71, -0.49], [-0.56, 0.55, 0.03], [0.64, 1.32, 0.01], [0.91, -0.87, 0.56], [2.89, 0.54, 0.56], [1.16, -2.66, -0.20], [2.41, -1.65, -0.42], [0.79, 2.18, -0.63], [-0.66, 0.33, 2.17], [-1.80, -0.71, 1.28], [-2.08, 1.04, 1.39], [-0.69, -0.54, -1.72], [-1.21, 1.13, -1.92], [-2.30, -0.04, -1.13]]}



[5]
{"formula": "C5H9NO2", "method": "ωB97M-V/def2-TZVPD", "e_tot_ha": -401.1134, "relative_energy_kcal_mol": 39.7, "smiles": "CC(=O)NCCC=O", "total_charge": 0, "lumo_ev": 0.52, "homo_lumo_gap_ev": 10.305, "species": ["O", "C", "N", "C", "C", "C", "O", "C", "H", "H", "H", "H", "H", "H", "H", "H", "H"], "coordinates": [[1.92, -2.00, -1.34], [1.20, -1.46, -0.46], [0.07, -0.74, -0.74], [-1.03, -0.41, 0.22], [-1.60, 0.98, 0.07], [-1.11, 2.27, 0.80], [-1.01, 3.34, 0.25], [1.62, -1.69, 0.93], [-0.12, -0.72, -1.77], [-1.90, -1.12, 0.03], [-0.79, -0.60, 1.30], [-1.50, 1.18, -1.01], [-2.70, 0.93, 0.18], [-0.98, 2.21, 1.94], [1.99, -2.84, 1.02], [2.69, -1.18, 1.05], [1.08, -1.54, 1.81]]}



[6]
{"formula": "C5H9NO2", "method": "ωB97M-V/def2-TZVPD", "e_tot_ha": -401.1148, "relative_energy_kcal_mol": 38.9, "smiles": "C/C(O)=N/C=C(\\C)O", "total_charge": 0, "lumo_ev": 0.51, "homo_lumo_gap_ev": 8.671, "species": ["C", "C", "C", "C", "C", "O", "O", "N", "H", "H", "H", "H", "H", "H", "H", "H", "H"], "coordinates": [[-2.34, 1.22, 0.44], [2.06, 0.61, 0.39], [-1.43, 0.15, -0.07], [1.54, -0.59, -0.33], [0.43, -0.60, -1.09], [-1.82, -1.07, 0.35], [2.39, -1.68, -0.28], [-0.51, 0.38, -0.95], [-1.30, -1.77, -0.06], [1.85, -2.47, -0.14], [0.19, -1.44, -1.74], [-2.05, 2.20, 0.04], [-3.37, 1.01, 0.17], [-2.26, 1.26, 1.54], [3.15, 0.65, 0.33], [1.68, 1.55, -0.04], [1.78, 0.57, 1.45]]}



[7]
{"formula": "C5H9NO2", "method": "ωB97M-V/def2-TZVPD", "e_tot_ha": -401.0685, "relative_energy_kcal_mol": 67.9, "total_charge": 0, "lumo_ev": 0.74, "homo_lumo_gap_ev": 9.599, "species": ["C", "C", "C", "N", "C", "C", "O", "O", "H", "H", "H", "H", "H", "H", "H", "H", "H"], "coordinates": [[-1.71, 0.79, 0.24], [-0.92, -1.51, 0.16], [2.20, 0.24, 0.40], [-0.66, -0.12, -0.15], [0.31, 0.15, -1.36], [0.99, 0.93, -0.17], [0.35, -0.36, -2.42], [0.82, 2.14, -0.14], [-0.13, -2.13, -0.28], [-1.94, 0.68, 1.31], [-1.38, 1.82, 0.09], [-2.63, 0.60, -0.33], [-0.99, -1.67, 1.24], [-1.86, -1.82, -0.29], [3.03, 0.96, 0.41], [2.52, -0.64, -0.15], [1.99, -0.06, 1.43]]}



[8]
{"formula": "C5H9NO2", "method": "ωB97M-V/def2-TZVPD", "e_tot_ha": -400.9552, "relative_energy_kcal_mol": 139.0, "total_charge": 0, "lumo_ev": [-1.90, -1.90], "homo_lumo_gap_ev": [8.330, 8.331], "species": ["C", "C", "C", "C", "C", "N", "O", "O", "H", "H", "H", "H", "H", "H", "H", "H", "H"], "coordinates": [[1.13, 0.32, -1.51], [1.16, -0.82, -0.40], [-0.01, -0.15, 0.27], [0.28, 0.57, 1.54], [-1.15, -1.12, 0.37], [0.02, 0.68, -0.88], [1.75, 0.65, -2.46], [-1.23, 2.36, -0.97], [1.06, -1.83, -0.85], [1.94, -0.97, 0.30], [1.28, 0.60, 2.01], [-0.51, 0.24, 2.26], [-0.04, 1.66, 1.36], [-2.13, -0.82, 0.75], [-0.79, -1.93, 0.84], [-1.22, -1.46, -0.77], [-1.54, 2.02, -1.86]]}